Entry 1:
The following is a quantum chemistry calculation of the molecule C21H27ClN2O5, from OMol25.

Last column: natural (NBO) charge in e.
Positions of all 56 atoms, in Å:
C: 0.45 -5.03 -6.87  -0.25
O: 1.09 -3.75 -6.79  -0.52
C: 0.55 -2.93 -5.83  0.25
C: -0.38 -1.96 -6.21  0.05
C: -0.81 -1.84 -7.64  -0.65
C: -0.88 -1.11 -5.24  -0.19
C: -0.47 -1.20 -3.91  -0.14
C: -1.06 -0.22 -2.94  0.67
O: -1.57 0.81 -3.33  -0.65
N: -1.00 -0.52 -1.62  -0.61
C: -1.63 0.37 -0.66  -0.22
C: -0.78 1.59 -0.33  -0.43
C: -1.56 2.60 0.49  -0.05
O: -2.54 3.18 -0.35  -0.55
C: -3.48 3.97 0.34  -0.07
C: -4.29 4.74 -0.69  -0.24
N: -3.54 5.81 -1.32  -0.60
C: -2.67 5.65 -2.36  0.63
O: -1.71 6.37 -2.52  -0.58
C: -2.99 4.58 -3.30  -0.19
C: -3.15 3.69 -4.09  0.18
C: -3.30 2.62 -5.06  -0.36
C: -4.45 2.78 -6.07  -0.42
C: -3.95 1.97 -7.28  -0.07
O: -2.60 1.59 -7.01  -0.54
C: -2.11 2.46 -6.00  -0.05
C: 0.47 -2.15 -3.55  -0.21
C: 0.98 -3.01 -4.51  -0.08
Cl: 2.18 -4.18 -4.06  0.01
H: 0.95 -5.57 -7.66  0.20
H: 0.55 -5.57 -5.93  0.18
H: -0.61 -4.92 -7.11  0.17
H: -1.44 -0.96 -7.77  0.23
H: 0.06 -1.75 -8.30  0.23
H: -1.36 -2.72 -7.97  0.22
H: -1.59 -0.35 -5.51  0.24
H: -0.72 -1.44 -1.34  0.40
H: -2.59 0.71 -1.07  0.22
H: -1.83 -0.21 0.25  0.19
H: 0.11 1.29 0.22  0.20
H: -0.46 2.06 -1.26  0.24
H: -2.04 2.12 1.35  0.16
H: -0.90 3.39 0.87  0.18
H: -4.15 3.33 0.94  0.17
H: -2.97 4.66 1.02  0.16
H: -4.63 4.06 -1.46  0.23
H: -5.17 5.16 -0.21  0.20
H: -3.22 6.55 -0.70  0.39
H: -3.41 1.68 -4.51  0.26
H: -5.39 2.40 -5.68  0.22
H: -4.58 3.83 -6.32  0.21
H: -4.52 1.06 -7.45  0.18
H: -3.98 2.58 -8.20  0.17
H: -1.82 3.43 -6.42  0.17
H: -1.25 2.00 -5.52  0.22
H: 0.86 -2.22 -2.54  0.22

Charge: 0
Orbital gap in hartree: 0.3590
2S+1: 1

=====

Entry 2:
The following is a quantum chemistry calculation of a cluster of 2 separate species, C4H10N in total, from OMol25.

Last column: natural (NBO) charge in e.
Positions of all 15 atoms, in Å:
C: 0.48 1.14 -1.58  -0.24
C: -0.29 -0.14 -1.35  -0.23
C: -0.61 -1.51 1.82  -0.39
C: 0.71 0.46 0.87  -0.24
N: -0.15 0.84 -0.31  -0.41
H: 1.62 1.20 -1.68  0.27
H: -0.08 1.75 -2.29  0.25
H: -1.28 -0.29 -1.82  0.26
H: 0.26 -1.10 -1.20  0.25
H: 0.05 -2.27 1.53  0.19
H: -0.93 -1.52 2.79  0.19
H: -1.19 -0.93 1.15  0.17
H: 1.36 -0.44 0.72  0.23
H: 1.00 1.31 1.50  0.23
H: -0.96 1.51 -0.14  0.46

Charge: +1
Orbital gap (alpha / beta) in hartree: 0.3131 / 0.3632
2S+1: 1

=====

Entry 3:
The following is a quantum chemistry calculation of a cluster of 13 separate species, C29H84O13 in total, from OMol25.

Last column: Mulliken charge in e.
Positions of all 126 atoms, in Å:
C: 1.11 -5.45 -0.14  -1.40
C: 1.51 -4.24 0.69  0.88
O: 2.75 -3.69 0.26  -0.59
H: 0.51 -5.17 -1.01  0.23
H: 0.47 -6.12 0.46  0.34
H: 1.95 -6.10 -0.38  0.41
H: 1.66 -4.59 1.71  0.20
H: 0.70 -3.50 0.61  -0.41
H: 3.02 -3.07 0.96  0.40
C: -2.23 -2.96 3.50  0.26
C: -1.40 -3.59 4.61  -0.48
O: -2.29 -4.44 5.38  -0.58
H: -1.52 -2.45 2.84  -0.33
H: -2.92 -2.21 3.90  0.14
H: -2.81 -3.62 2.86  0.19
H: -1.04 -2.81 5.28  0.42
H: -0.64 -4.27 4.24  0.13
H: -2.33 -4.14 6.29  0.32
C: 2.66 4.75 -3.69  -1.33
C: 2.45 3.45 -2.90  0.04
O: 2.60 3.74 -1.51  -0.65
H: 3.63 5.18 -3.43  0.31
H: 1.87 5.47 -3.47  0.23
H: 2.65 4.63 -4.78  0.40
H: 3.20 2.74 -3.25  0.31
H: 1.49 2.95 -3.04  0.24
H: 1.79 4.22 -1.24  0.28
C: -4.88 0.04 2.19  -0.38
C: -4.87 1.31 3.04  -0.57
O: -5.38 2.44 2.32  -0.52
H: -4.13 0.05 1.41  -0.18
H: -5.86 -0.12 1.74  0.45
H: -4.74 -0.81 2.86  0.32
H: -3.83 1.53 3.28  0.26
H: -5.48 1.24 3.95  0.34
H: -6.31 2.30 2.13  0.30
C: -4.43 0.62 -2.53  -0.86
C: -5.29 1.31 -1.47  0.28
O: -6.60 1.49 -2.03  -0.57
H: -3.50 0.33 -2.05  -0.02
H: -4.26 1.26 -3.40  0.40
H: -4.91 -0.29 -2.89  0.31
H: -4.89 2.28 -1.17  0.29
H: -5.33 0.64 -0.61  -0.13
H: -7.02 2.22 -1.56  0.32
C: 3.37 -0.92 -3.90  -0.02
C: 4.80 -1.13 -3.47  -0.45
O: 5.41 0.13 -3.15  -0.62
H: 2.72 -0.61 -3.07  -0.31
H: 3.02 -1.83 -4.38  0.24
H: 3.16 -0.11 -4.61  0.29
H: 5.41 -1.68 -4.18  0.40
H: 4.80 -1.74 -2.55  0.17
H: 4.98 0.46 -2.35  0.32
C: -1.28 3.91 -0.14  -0.48
C: -0.59 5.28 0.02  -0.25
O: 0.46 5.41 -0.93  -0.47
H: -0.47 3.19 -0.16  -0.32
H: -1.88 3.86 -1.04  0.46
H: -1.93 3.74 0.72  0.38
H: -0.22 5.42 1.04  -0.03
H: -1.37 6.05 -0.04  0.42
H: 0.75 6.33 -0.88  0.23
C: 1.23 -1.94 3.75  -0.56
C: 2.39 -1.17 3.12  0.07
O: 3.31 -2.03 2.45  -0.49
H: 1.55 -2.77 4.39  0.43
H: 0.55 -2.36 3.01  -0.46
H: 0.60 -1.29 4.36  0.43
H: 2.86 -0.57 3.90  0.59
H: 1.97 -0.48 2.38  -0.29
H: 3.98 -2.25 3.10  0.25
C: 4.58 1.09 1.27  -0.37
C: 5.12 1.52 -0.08  -0.49
O: 4.08 1.39 -1.06  -0.26
H: 5.40 1.23 1.99  0.53
H: 4.29 0.04 1.38  0.05
H: 3.76 1.71 1.61  -0.21
H: 6.03 1.04 -0.44  0.43
H: 5.43 2.56 0.03  0.35
H: 3.68 2.27 -1.20  0.22
C: 0.35 -2.33 -4.65  -0.41
C: 0.15 -2.02 -6.11  -0.45
O: -0.11 -3.19 -6.88  -0.54
H: -0.59 -2.75 -4.27  0.06
H: 0.59 -1.52 -3.97  0.03
H: 1.10 -3.13 -4.61  0.37
H: 1.05 -1.54 -6.51  0.28
H: -0.74 -1.38 -6.17  0.32
H: 0.73 -3.62 -7.04  0.30
C: 0.76 3.23 2.81  -0.88
C: 1.98 3.81 3.51  0.72
C: 2.07 5.31 3.22  -1.25
O: 1.79 3.60 4.90  -0.55
H: 0.51 2.26 3.24  0.29
H: 0.97 3.19 1.74  -0.04
H: -0.12 3.89 2.86  0.51
H: 2.83 3.27 3.09  -0.08
H: 2.36 5.59 2.20  0.27
H: 2.73 5.74 3.98  0.37
H: 1.11 5.84 3.27  0.31
H: 2.46 4.06 5.40  0.36
C: -4.27 -3.94 0.02  -1.44
C: -3.06 -3.94 -0.92  0.61
C: -3.27 -2.92 -2.03  -0.37
O: -1.92 -3.42 -0.21  -0.13
H: -4.34 -2.98 0.52  0.21
H: -4.31 -4.75 0.76  0.38
H: -5.22 -4.05 -0.50  0.41
H: -2.86 -4.94 -1.32  0.25
H: -4.06 -3.23 -2.72  0.61
H: -2.35 -2.78 -2.60  -0.30
H: -3.54 -1.97 -1.58  -0.17
H: -1.95 -3.80 0.67  -0.02
C: 1.05 0.58 -0.66  -0.50
C: 0.16 -0.53 -0.09  1.98
C: -0.99 -0.02 0.76  -0.54
O: -0.24 -1.33 -1.20  -0.21
H: 0.59 0.94 -1.58  0.42
H: 2.00 0.10 -0.86  0.28
H: 1.15 1.36 0.09  -0.51
H: 0.81 -1.16 0.53  -1.08
H: -1.77 -0.77 0.94  -0.01
H: -1.44 0.83 0.24  -0.01
H: -0.58 0.27 1.73  0.09
H: -0.66 -2.12 -0.84  -0.13

Charge: 0
Orbital gap in hartree: 0.3474
2S+1: 1

=====

Entry 4:
The following is a quantum chemistry calculation of a structure of composition C27H29IN3PdS, from OMol25.

Last column: natural (NBO) charge in e.
Positions of all 62 atoms, in Å:
Pd: 0.43 -0.80 0.90  0.68
C: 0.22 1.10 -1.81  -0.67
C: 0.26 -0.35 -2.17  0.29
C: 0.05 -0.75 -3.51  -0.26
C: 0.12 -2.07 -3.84  -0.15
C: 0.48 -3.02 -2.86  -0.02
C: 0.63 -4.39 -3.17  -0.27
C: 1.07 -5.24 -2.19  -0.20
C: 1.38 -4.77 -0.91  -0.26
C: 1.24 -3.43 -0.55  -0.13
S: 1.74 -2.85 1.01  -0.37
C: 0.72 -2.55 -1.56  0.10
N: 0.52 -1.23 -1.23  -0.45
H: -0.21 1.69 -2.62  0.20
H: 1.23 1.45 -1.61  0.23
H: -0.37 1.24 -0.90  0.29
H: -0.19 0.00 -4.25  0.21
H: -0.07 -2.40 -4.86  0.20
H: 0.42 -4.74 -4.17  0.20
H: 1.19 -6.30 -2.40  0.20
H: 1.76 -5.45 -0.16  0.21
C: -3.15 0.55 -1.75  -0.61
C: -3.84 0.97 -0.45  -0.22
C: -4.42 -0.25 0.26  -0.61
C: -2.97 1.81 0.48  -0.09
C: -3.31 3.12 0.70  -0.20
C: -2.61 3.94 1.58  -0.35
C: -1.62 3.35 2.34  -0.19
C: -1.25 2.01 2.19  -0.16
C: -0.40 1.45 3.31  -0.23
C: 0.32 0.13 3.04  -0.64
C: -1.25 1.29 4.58  -0.59
C: -1.80 1.23 1.13  0.14
N: -1.38 0.06 0.69  -0.74
H: -3.88 0.08 -2.43  0.18
H: -2.36 -0.17 -1.54  0.23
H: -2.71 1.41 -2.26  0.19
H: -4.68 1.62 -0.73  0.18
H: -3.61 -0.92 0.57  0.24
H: -5.10 -0.80 -0.40  0.18
H: -4.98 0.05 1.15  0.20
H: -4.17 3.52 0.16  0.18
H: -2.88 4.99 1.72  0.19
H: -1.12 3.92 3.12  0.18
H: 0.38 2.18 3.53  0.19
H: -0.37 -0.72 2.91  0.25
H: 0.98 -0.11 3.88  0.22
H: 1.06 0.34 2.21  0.21
H: -2.05 0.56 4.40  0.21
H: -1.72 2.23 4.85  0.21
H: -0.65 0.93 5.42  0.18
I: 2.60 2.90 1.07  0.14
C: 3.88 1.42 0.29  0.10
C: 5.25 1.63 0.28  -0.29
C: 6.04 0.62 -0.24  -0.17
C: 5.44 -0.54 -0.71  -0.27
C: 4.06 -0.64 -0.64  0.07
N: 3.30 0.33 -0.15  -0.45
H: 5.68 2.55 0.66  0.22
H: 7.12 0.73 -0.28  0.21
H: 6.02 -1.36 -1.11  0.22
H: 3.53 -1.54 -0.95  0.22

Charge: -1
Orbital gap in hartree: 0.1824
2S+1: 1

=====

Energy relative to the best compared isomer or geometry (same formula, charge and spin) values (in kJ/mol) by entry order: 192.84; 564.44; 154.55; 9.77.
Electronic energy values (in a.u.) by entry order: -1762.2717; -212.7054; -2133.2880; -2034.3068.
Strongest force on any atom values (in eV/A) by entry order: 0.197; 3.061; 2.240; 1.290.